ORCA calculation (the ωB97M-V functional and the def2-TZVPD basis) on a molecular structure, C3H7N2O in a non-equilibrium geometry.

- Total charge: +1
- Energy: -8242.071 eV
- Frontier orbital gap: 10.9 eV
- ΔE to the lowest compared entry with this formula, charge and spin: 4.068 eV

Atoms and positions in Å:
C1 -0.406 0.215 -0.184
C2 0.994 -1.438 1.033
C3 -0.870 1.199 -1.159
N1 0.008 0.621 1.045
N2 -0.058 -0.984 -0.456
O1 0.402 -0.468 1.823
H1 0.777 -2.425 1.511
H2 2.001 -1.109 0.635
H3 -1.283 0.770 -2.052
H4 0.266 1.511 -1.470
H5 -1.491 2.067 -0.876
H6 0.044 1.569 1.468
H7 -0.384 -1.529 -1.318

Forces on the atoms, in the same order (eV/Å):
0.30 1.01 1.37
-1.35 2.14 -1.72
2.67 1.50 -1.14
0.01 0.18 -0.60
0.78 -3.20 0.38
0.05 -0.32 0.46
0.42 0.77 -0.95
-1.12 -0.96 0.36
-0.22 -0.47 -0.28
-2.83 0.11 0.27
0.63 -0.59 0.38
-0.11 -1.31 -0.39
0.76 1.14 1.88

ORCA calculation (the ωB97M-V functional and the def2-TZVPD basis) on 2 unconnected molecules or ions with the total composition C3H7N2O in a non-equilibrium geometry.

- Total charge: +1
- Energy: -8245.092 eV
- Frontier orbital gap: 10.6 eV
- ΔE to the lowest compared entry with this formula, charge and spin: 1.047 eV

Atoms and positions in Å:
C1 0.287 0.431 -0.182
C2 -0.208 1.050 1.002
N1 -1.568 0.823 0.998
C3 -1.955 0.379 -0.214
N2 -0.787 -0.062 -0.866
H1 1.234 0.419 -0.696
H2 0.183 1.272 1.965
H3 -2.298 1.110 1.694
H4 -2.904 0.051 -0.668
H5 -0.673 -0.507 -1.722
H6 3.941 -1.663 -0.063
H7 3.453 -2.414 -1.203
O1 3.101 -1.846 -0.483

Forces on the atoms, in the same order (eV/Å):
-0.78 1.15 1.65
0.21 -2.44 -1.42
-1.98 0.78 -1.90
1.93 -3.18 -1.14
-1.81 3.52 3.62
0.34 -0.20 0.70
0.94 0.61 0.08
1.35 -0.19 -0.74
0.25 0.64 1.03
-0.36 -0.76 -1.86
0.21 0.44 0.70
-0.82 0.31 0.33
0.53 -0.66 -1.06

ORCA calculation (the ωB97M-V functional and the def2-TZVPD basis) on a molecular structure, C3H7N2O.

- Total charge: +1
- Energy: -8244.107 eV
- Frontier orbital gap: 10.9 eV
- ΔE to the lowest compared entry with this formula, charge and spin: 2.032 eV

Atoms and positions in Å:
C1 -0.337 -0.229 -1.107
C2 -1.282 -0.178 0.684
C3 -0.030 0.555 0.167
N1 0.341 -0.314 -2.135
N2 1.295 0.232 0.761
O1 -1.477 -0.779 -0.604
H1 -1.112 -0.937 1.451
H2 -2.125 0.455 0.961
H3 -0.132 1.636 0.069
H4 -0.002 -0.891 -2.894
H5 2.016 0.456 0.056
H6 1.364 -0.775 0.973
H7 1.481 0.768 1.620

Forces on the atoms, in the same order (eV/Å):
0.49 0.24 0.46
-0.01 0.19 0.74
-0.88 0.10 -0.19
0.20 0.11 -0.25
0.19 -0.11 -0.04
-0.17 -0.22 -0.65
0.01 0.02 -0.01
0.15 -0.02 -0.02
0.16 -0.13 0.04
-0.14 -0.19 -0.02
-0.08 -0.10 0.23
0.07 0.31 -0.04
0.01 -0.18 -0.26

ORCA calculation (the ωB97M-V functional and the def2-TZVPD basis) on a gas-phase ion, C3H7N2O (charge +1) in a non-equilibrium geometry.

- Total charge: +1
- Energy: -8242.213 eV
- Frontier orbital gap: 9.6 eV
- SMILES: C/C=[NH+]\C=N\O
- ΔE to the lowest compared entry with this formula, charge and spin: 3.926 eV

Atoms and positions in Å:
C1 1.979 0.413 0.107
C2 0.867 0.702 1.043
N1 -0.321 0.403 0.649
C3 -0.758 -0.304 -0.510
N2 -1.972 -0.549 -0.349
O1 -2.624 -1.193 -1.299
H1 2.985 0.887 0.471
H2 1.909 0.892 -0.824
H3 2.051 -0.584 -0.168
H4 0.719 0.973 2.102
H5 -1.205 0.577 1.199
H6 -0.249 -0.524 -1.467
H7 -3.383 -1.694 -0.954

Forces on the atoms, in the same order (eV/Å):
2.90 3.07 2.53
-1.81 -0.83 -0.10
-1.02 -0.14 -0.38
0.29 0.45 -1.52
-2.11 -0.69 1.62
0.52 -0.60 -1.56
-1.77 -1.48 -0.25
-0.94 1.10 -1.33
0.32 -2.25 0.15
1.68 0.58 -0.49
1.39 -0.19 -0.15
0.40 0.29 0.98
0.16 0.69 0.50